Below is a molecular structure, C44H46F6N8O4PdS5, with properties calculated with ωB97M-V/def2-TZVPD.

Summary:
Highest occupied orbital energy (alpha / beta)   -12.8 / -13.0 eV
E   -5160.44115 a.u.
E_LUMO (alpha / beta)   -4.7 / -5.3 eV
2S+1   3
Charge   +2

Each line ends with the Mulliken spin population.
Element x y z (Å)
Pd1 -0.959 -0.095 1.427  1.440
N1 2.135 -0.535 7.198  0.000
C1 1.634 -0.163 5.731  0.008
C2 0.219 0.373 5.748  -0.007
C3 -0.139 0.800 4.360  -0.018
N2 -0.282 -0.430 3.469  0.243
C4 0.918 1.714 3.796  0.000
C5 2.346 1.212 3.734  -0.003
N3 2.456 0.057 2.839  -0.002
C6 2.663 0.820 5.189  -0.003
H1 1.707 -1.450 7.457  0.000
H2 1.900 0.245 7.815  0.000
H3 3.109 -0.672 7.118  0.000
H4 1.697 -1.127 5.222  0.006
H5 0.123 1.191 6.449  -0.001
H6 -0.488 -0.398 6.067  -0.003
H7 -1.145 1.330 4.387  0.005
H8 -1.008 -1.092 3.762  -0.019
H9 0.633 -0.909 3.255  -0.012
H10 0.981 2.588 4.469  -0.001
H11 0.693 2.201 2.832  0.007
H12 2.877 2.127 3.438  0.001
H13 2.027 0.202 1.940  0.005
H14 3.412 -0.117 2.526  0.001
H15 2.685 1.797 5.760  -0.001
H16 3.528 0.304 5.167  0.000
N4 0.934 0.764 0.548  0.085
S1 1.082 1.564 -0.662  0.017
N5 1.108 0.650 -2.013  0.001
S2 0.059 -0.331 -2.605  0.025
N6 -0.886 -1.239 -1.752  -0.007
S3 -0.458 -2.487 -0.730  0.017
N7 -0.394 -2.083 0.693  0.106
C7 -1.770 -3.595 -1.257  -0.004
C8 -2.453 -4.285 -0.246  0.001
C9 -3.326 -5.281 -0.607  0.000
C10 -3.540 -5.583 -1.968  0.000
C11 -2.887 -4.828 -2.947  0.001
C12 -2.071 -3.809 -2.623  0.000
C13 1.007 -3.224 -1.312  0.006
C14 1.106 -4.339 -2.190  0.001
C15 2.374 -4.765 -2.560  -0.002
C16 3.503 -4.081 -2.104  0.004
C17 3.367 -3.025 -1.210  -0.001
C18 2.147 -2.628 -0.769  0.005
C19 -1.214 0.536 -3.520  -0.002
C20 -2.537 0.234 -3.589  -0.001
C21 -3.394 0.928 -4.471  0.000
C22 -2.773 1.854 -5.305  0.000
C23 -1.414 2.169 -5.245  0.000
C24 -0.604 1.491 -4.303  -0.001
C25 0.880 -1.147 -3.957  -0.002
C26 0.080 -1.618 -5.042  0.001
C27 0.718 -2.350 -6.005  0.000
C28 2.137 -2.454 -6.043  0.000
C29 2.915 -1.847 -5.080  0.000
C30 2.257 -1.238 -3.974  0.000
C31 -0.178 2.739 -0.974  -0.015
C32 0.111 4.095 -1.091  0.002
C33 -0.967 5.008 -1.069  0.001
C34 -2.286 4.522 -1.050  0.000
C35 -2.532 3.138 -0.993  0.013
C36 -1.494 2.218 -0.916  0.026
C37 2.603 2.415 -0.853  0.017
C38 3.072 2.805 -2.081  0.000
C39 4.204 3.613 -2.103  0.001
C40 4.785 4.053 -0.901  0.000
C41 4.368 3.551 0.319  0.000
C42 3.270 2.690 0.294  -0.007
H17 -2.068 -4.209 0.784  0.000
H18 -3.805 -5.882 0.158  0.000
H19 -4.247 -6.346 -2.251  0.000
H20 -3.022 -5.188 -3.967  0.000
H21 -1.692 -3.194 -3.454  0.000
H22 0.215 -4.876 -2.445  0.001
H23 2.457 -5.637 -3.146  0.000
H24 4.477 -4.438 -2.382  0.000
H25 4.269 -2.459 -0.913  0.000
H26 2.030 -1.800 -0.077  -0.003
H27 -2.932 -0.464 -2.800  0.001
H28 -4.489 0.743 -4.466  0.000
H29 -3.345 2.460 -5.997  0.000
H30 -1.040 2.920 -5.942  0.000
H31 0.485 1.527 -4.345  0.000
H32 -1.013 -1.468 -5.085  0.000
H33 0.131 -2.802 -6.774  0.000
H34 2.614 -2.942 -6.830  0.000
H35 3.993 -2.049 -5.086  0.000
H36 2.873 -0.883 -3.130  0.000
H37 1.113 4.499 -1.218  0.001
H38 -0.687 6.076 -1.063  0.000
H39 -3.132 5.210 -0.921  0.000
H40 -3.512 2.669 -0.887  0.000
H41 -1.606 1.170 -0.947  -0.036
H42 2.561 2.491 -3.025  0.000
H43 4.635 3.890 -3.037  0.000
H44 5.697 4.733 -0.889  0.000
H45 4.876 3.760 1.227  0.000
H46 2.801 2.226 1.182  0.003
F1 -2.750 -1.506 4.908  0.000
C43 -3.934 -1.371 4.287  0.001
F2 -4.839 -0.998 5.188  0.000
F3 -4.226 -2.555 3.789  0.000
S4 -4.046 -0.272 2.818  0.008
O1 -3.006 -0.819 1.913  0.036
O2 -5.421 -0.316 2.344  0.007
N8 -3.605 1.050 3.450  -0.001
S5 -3.181 2.220 2.549  0.014
O3 -1.794 2.056 2.076  0.026
O4 -4.156 2.608 1.567  0.001
C44 -3.129 3.595 3.767  0.004
F4 -2.127 3.321 4.615  0.000
F5 -2.813 4.684 3.153  0.000
F6 -4.241 3.799 4.417  0.001

Forces on atoms 1 to 2 (eV/Å):
0.49 0.24 -0.78
-2.40 -0.37 -1.51

Below is 3 unconnected molecules or ions with the total composition C44H47Br2F8O10P, with properties calculated with ωB97M-V/def2-TZVPD.

Summary:
Highest occupied orbital energy   -8.5 eV
E   -8745.55052 a.u.
E_LUMO   -0.8 eV
2S+1   1
Charge   0

Each line ends with the Löwdin charge.
Element x y z (Å)
C1 -1.955 -5.601 1.314  0.017
C2 -1.324 -6.646 0.408  -0.492
O1 -1.937 -7.609 0.006  0.126
O2 0.007 -6.505 0.035  -0.066
C3 0.119 -5.705 -1.155  -0.142
C4 1.292 -4.682 -1.093  -0.093
C5 0.825 -3.275 -0.784  -0.116
C6 0.143 -2.532 -1.734  -0.027
C7 -0.310 -1.250 -1.482  0.004
C8 -0.096 -0.659 -0.276  -0.141
O3 -0.480 0.639 0.023  0.077
C9 -1.829 0.821 0.226  -0.386
O4 -2.595 -0.055 0.562  0.152
C10 -2.268 2.241 -0.026  -0.132
C11 -1.728 3.235 0.770  -0.038
C12 -2.042 4.558 0.587  -0.083
C13 -2.917 4.907 -0.427  -0.090
C14 -3.473 3.909 -1.202  -0.082
C15 -3.158 2.585 -1.020  -0.023
C16 0.591 -1.364 0.701  -0.126
C17 0.822 -0.642 2.021  -0.124
C18 -0.150 -1.182 3.073  -0.182
O5 -0.016 -0.457 4.308  -0.101
C19 -1.240 0.091 4.698  -0.116
C20 -1.108 0.747 6.096  -0.405
F1 -1.294 -0.246 7.010  0.123
F2 0.128 1.258 6.215  0.142
C21 -2.183 1.854 6.301  -0.373
F3 -1.678 2.999 5.800  0.149
F4 -3.301 1.535 5.617  0.152
C22 -2.564 2.025 7.796  -0.382
F5 -1.486 2.034 8.599  0.159
F6 -3.436 1.090 8.194  0.158
C23 -3.267 3.439 7.950  -0.296
F7 -2.341 4.352 8.281  0.109
F8 -4.212 3.367 8.906  0.102
C24 1.067 -2.660 0.478  -0.184
P1 2.032 -3.399 1.898  0.965
C25 1.538 -5.148 2.227  -0.246
O6 3.598 -3.551 1.296  -0.303
C26 -1.013 -0.516 -2.596  -0.208
O7 -2.009 0.160 -2.446  0.149
C27 -0.395 -0.722 -3.952  -0.085
C28 -0.276 0.332 -4.815  0.007
C29 0.310 0.100 -6.039  -0.028
C30 0.760 -1.171 -6.346  -0.050
C31 0.656 -2.231 -5.462  -0.202
C32 1.207 -3.609 -5.828  -0.583
Br1 2.644 -4.033 -4.527  0.800
C33 1.807 -3.723 -7.237  -0.765
C34 2.097 -5.177 -7.636  -0.171
Br2 3.500 -2.735 -7.474  0.688
C35 0.052 -1.998 -4.226  -0.049
C36 -0.121 -3.052 -3.140  -0.256
O8 -0.417 -4.202 -3.392  0.097
H1 -1.877 -5.925 2.359  0.096
H2 -1.373 -4.669 1.252  0.069
H3 -2.986 -5.398 1.026  0.094
H4 0.321 -6.376 -1.998  0.133
H5 -0.845 -5.218 -1.329  0.122
H6 2.032 -4.995 -0.356  0.081
H7 1.755 -4.712 -2.084  0.042
H8 -1.032 2.958 1.563  0.118
H9 -1.619 5.328 1.227  0.107
H10 -3.163 5.950 -0.607  0.107
H11 -4.165 4.233 -1.978  0.111
H12 -3.608 1.837 -1.665  0.119
H13 1.850 -0.812 2.352  0.101
H14 0.670 0.435 1.936  0.102
H15 0.086 -2.230 3.308  0.095
H16 -1.199 -1.131 2.751  0.122
H17 -1.539 0.904 4.010  0.144
H18 -2.032 -0.666 4.780  0.149
H19 -3.746 3.685 6.994  0.166
H20 1.885 -5.361 3.248  0.043
H21 0.456 -5.256 2.223  0.012
H22 2.055 -5.856 1.570  0.038
H23 3.663 -4.446 0.935  0.029
H24 -0.639 1.295 -4.466  0.114
H25 0.441 0.907 -6.755  0.117
H26 1.203 -1.279 -7.330  0.072
H27 0.386 -4.326 -5.730  0.111
H28 1.109 -3.308 -7.970  0.095
H29 3.007 -5.497 -7.121  0.050
H30 2.296 -5.270 -8.710  0.076
H31 1.241 -5.830 -7.423  0.087
C37 0.933 5.495 -3.743  -0.167
C38 1.151 5.063 -2.299  -0.165
C39 0.363 3.764 -2.239  -0.187
O9 0.419 3.191 -3.554  -0.158
C40 0.937 4.159 -4.472  -0.201
H32 1.690 6.183 -4.116  0.113
H33 -0.044 5.974 -3.844  0.115
H34 2.213 4.866 -2.127  0.115
H35 0.818 5.795 -1.565  0.112
H36 -0.689 3.946 -1.992  0.104
H37 0.770 3.055 -1.516  0.109
H38 1.954 3.859 -4.745  0.119
H39 0.324 4.170 -5.376  0.117
C41 2.247 4.680 2.342  -0.168
C42 2.460 4.374 3.818  -0.162
C43 1.680 3.079 3.984  -0.194
O10 1.747 2.397 2.725  -0.158
C44 2.263 3.288 1.730  -0.196
H40 3.001 5.340 1.915  0.113
H41 1.267 5.143 2.196  0.106
H42 3.521 4.200 4.012  0.116
H43 2.118 5.163 4.486  0.114
H44 0.625 3.275 4.210  0.108
H45 2.086 2.438 4.766  0.119
H46 3.284 2.972 1.489  0.122
H47 1.655 3.217 0.825  0.101

Forces on atoms 1 to 2 (eV/Å):
1.07 0.54 -0.23
-0.67 -1.55 -0.76

Below is a molecular structure, C44H47Br2MoN2O6Se, with properties calculated with ωB97M-V/def2-TZVPD.

Summary:
Highest occupied orbital energy (alpha / beta)   -4.3 / -4.4 eV
E   -9883.52746 a.u.
Energy relative to the best compared isomer or geometry (same formula, charge and spin)   75.0 kJ/mol
E_LUMO (alpha / beta)   2.2 / 1.6 eV
2S+1   3
Charge   -1

Each line ends with the Mulliken spin population.
Element x y z (Å)
Mo1 0.557 1.424 0.646  1.888
O1 2.219 -0.231 0.741  -0.007
C1 3.499 0.021 1.405  0.020
C2 3.306 1.350 2.160  -0.001
O2 4.182 1.722 2.919  0.009
O3 2.199 1.946 1.902  -0.011
C3 3.746 -1.089 2.420  0.000
C4 2.671 -1.593 3.149  0.000
C5 2.851 -2.634 4.047  0.000
C6 4.114 -3.186 4.233  0.000
C7 5.195 -2.665 3.535  0.000
C8 5.012 -1.619 2.638  0.000
C9 4.565 0.135 0.331  -0.006
C10 4.838 -0.987 -0.455  0.001
C11 5.676 -0.891 -1.556  -0.002
C12 6.240 0.335 -1.889  0.001
C13 5.978 1.449 -1.106  -0.002
C14 5.144 1.352 0.000  0.008
H1 2.396 -0.587 -0.142  -0.004
H2 1.686 -1.168 3.012  -0.005
H3 2.002 -3.017 4.601  0.000
H4 4.253 -4.014 4.918  0.000
H5 6.185 -3.086 3.676  0.000
H6 5.862 -1.214 2.100  0.000
H7 4.383 -1.941 -0.202  0.000
H8 5.872 -1.767 -2.163  0.000
H9 6.865 0.421 -2.771  0.000
H10 6.400 2.411 -1.373  0.000
H11 4.923 2.233 0.593  0.001
C15 -2.364 4.446 1.744  -0.015
C16 -1.168 3.756 1.196  0.123
N1 -1.165 2.463 1.003  -0.252
O4 -2.357 1.877 1.331  -0.012
C17 0.050 4.372 0.853  -0.119
C18 0.359 5.831 0.912  0.025
N2 0.951 3.469 0.429  -0.002
O5 2.057 3.834 -0.002  0.295
H12 -3.222 4.283 1.088  0.005
H13 -2.180 5.513 1.853  0.003
H14 -2.613 4.019 2.717  0.005
H15 -2.285 0.998 0.932  0.004
H16 0.367 6.186 1.946  -0.008
H17 -0.368 6.422 0.347  -0.006
H18 1.347 5.985 0.485  0.001
C19 -6.528 -1.556 -1.400  0.001
C20 -5.458 -2.210 -2.287  -0.001
C21 -5.552 -3.729 -2.129  0.001
C22 -5.756 -1.866 -3.756  0.002
C23 -4.090 -1.672 -1.883  0.017
C24 -3.752 -0.350 -2.124  -0.005
C25 -2.574 0.168 -1.634  -0.002
Br1 -2.196 1.960 -2.129  0.007
C26 -1.637 -0.558 -0.843  -0.007
O6 -0.654 0.076 -0.205  -0.014
C27 -1.892 -1.962 -0.782  0.012
C28 -3.124 -2.433 -1.252  -0.011
C29 -0.942 -3.088 -0.304  0.004
C30 0.459 -2.596 0.034  -0.014
C31 -0.786 -4.108 -1.444  0.002
C32 -1.509 -3.784 0.941  0.003
H19 -7.528 -1.911 -1.680  0.000
H20 -6.507 -0.468 -1.511  0.000
H21 -6.359 -1.794 -0.346  0.000
H22 -6.531 -4.071 -2.478  0.000
H23 -5.444 -4.035 -1.083  0.000
H24 -4.784 -4.235 -2.721  0.000
H25 -6.694 -2.335 -4.068  0.000
H26 -4.954 -2.225 -4.407  0.000
H27 -5.857 -0.788 -3.904  0.000
H28 -4.394 0.305 -2.702  0.000
H29 -3.314 -3.492 -1.123  -0.002
H30 0.886 -2.045 -0.808  0.003
H31 1.107 -3.452 0.260  -0.001
H32 0.438 -1.958 0.907  0.013
H33 -0.398 -3.611 -2.337  0.000
H34 -1.728 -4.597 -1.709  0.000
H35 -0.077 -4.886 -1.145  0.000
H36 -1.552 -3.088 1.784  0.000
H37 -0.859 -4.617 1.231  0.000
H38 -2.517 -4.175 0.770  0.000
Br2 -1.644 -0.747 6.789  0.001
C33 -1.020 -0.167 5.082  0.017
C34 -0.298 1.012 4.983  -0.007
C35 0.154 1.422 3.735  0.064
C36 -0.090 0.682 2.571  -0.130
C37 -0.854 -0.477 2.723  0.043
C38 -1.311 -0.920 3.961  -0.015
H39 -0.088 1.600 5.868  -0.001
H40 0.725 2.342 3.675  0.006
H41 -1.120 -1.066 1.849  0.030
H42 -1.886 -1.835 4.043  -0.001
Se1 1.908 1.181 -1.841  0.022
C39 1.280 2.309 -3.244  -0.006
C40 0.711 3.564 -3.014  0.035
C41 0.251 4.341 -4.072  0.002
C42 0.355 3.888 -5.381  0.002
C43 0.956 2.657 -5.623  -0.001
C44 1.419 1.880 -4.569  -0.001
H43 0.632 3.937 -2.003  0.001
H44 -0.198 5.308 -3.868  0.000
H45 -0.015 4.490 -6.202  0.000
H46 1.061 2.296 -6.640  0.000
H47 1.898 0.926 -4.758  -0.001

Forces on atoms 1 to 2 (eV/Å):
1.41 -0.98 -0.19
-0.02 -0.08 0.09

Below is a molecular structure, C44H47N3O3PRh, with properties calculated with ωB97M-V/def2-TZVPD.

Summary:
Highest occupied orbital energy (alpha / beta)   -6.9 / -8.0 eV
E   -2546.57486 a.u.
E_LUMO (alpha / beta)   0.4 / -1.6 eV
2S+1   5
Charge   0

Each line ends with the Mulliken spin population.
Element x y z (Å)
Rh1 0.218 -2.050 0.166  1.428
C1 3.319 4.053 1.531  0.013
C2 4.316 2.905 1.368  0.070
C3 4.480 2.158 2.693  0.020
C4 4.094 1.907 0.148  0.077
C5 5.446 1.257 -0.038  0.314
C6 5.761 -0.025 -0.332  -0.132
C7 4.943 -1.115 -0.707  0.495
C8 3.550 -1.208 -0.929  -0.135
C9 3.103 -2.501 -1.616  0.001
C10 3.154 -3.657 -0.609  0.000
C11 3.922 -2.850 -2.864  0.000
C12 2.631 -0.279 -0.502  0.174
N1 1.252 -0.627 -0.654  0.476
C13 0.193 0.064 -1.339  0.031
C14 -1.009 -0.819 -1.458  -0.076
C15 -1.555 -1.786 -2.293  0.087
C16 -2.914 -1.840 -1.951  -0.003
C17 -3.172 -0.879 -0.965  0.071
N2 -2.002 -0.236 -0.700  0.078
C18 -4.494 -0.642 -0.261  -0.002
C19 -5.111 0.694 -0.694  0.002
C20 -5.469 -1.771 -0.618  0.005
C21 -4.299 -0.634 1.260  0.005
H1 3.640 4.672 2.371  0.005
H2 2.312 3.699 1.750  -0.011
H3 3.275 4.685 0.644  -0.016
H4 5.276 3.379 1.148  0.013
H5 3.514 1.822 3.082  -0.002
H6 4.920 2.824 3.437  0.000
H7 5.135 1.288 2.594  -0.001
H8 6.282 1.943 0.074  0.011
H9 6.825 -0.242 -0.359  0.000
H10 5.500 -2.016 -0.940  0.032
H11 2.076 -2.380 -1.944  0.001
H12 4.170 -3.780 -0.222  0.004
H13 2.841 -4.590 -1.081  -0.001
H14 2.506 -3.476 0.250  -0.009
H15 4.894 -3.279 -2.611  0.000
H16 4.089 -1.970 -3.489  0.002
H17 3.383 -3.593 -3.455  0.002
H18 0.504 0.604 -2.235  -0.031
H19 -1.029 -2.404 -3.004  0.000
H20 -3.637 -2.531 -2.363  0.000
H21 -5.275 0.719 -1.775  0.001
H22 -4.465 1.532 -0.425  -0.001
H23 -6.075 0.835 -0.195  0.000
H24 -5.712 -1.775 -1.684  0.001
H25 -6.397 -1.635 -0.061  0.000
H26 -5.049 -2.744 -0.351  -0.002
H27 -3.749 0.253 1.574  -0.001
H28 -3.757 -1.517 1.601  -0.001
H29 -5.274 -0.615 1.758  0.000
O1 1.078 -1.479 2.644  0.054
C22 0.206 -1.110 1.899  -0.129
C23 -0.811 -0.102 2.345  0.026
C24 -1.297 -0.269 3.637  -0.015
C25 -2.152 0.662 4.201  0.001
C26 -2.493 1.795 3.484  0.001
C27 -2.019 1.970 2.192  -0.006
C28 -1.200 1.015 1.593  -0.042
P1 -0.752 1.283 -0.162  0.151
C29 -1.738 2.550 -1.010  0.011
C30 -1.659 3.877 -0.582  -0.021
C31 -2.349 4.872 -1.256  0.002
C32 -3.082 4.557 -2.394  0.002
C33 -3.121 3.250 -2.855  0.003
C34 -2.463 2.245 -2.159  0.004
C35 0.893 2.159 0.015  -0.070
C36 1.691 1.472 0.900  0.372
C37 3.001 0.858 0.505  0.080
C38 3.828 2.709 -1.095  0.309
C39 2.642 3.090 -1.617  -0.127
C40 1.327 2.822 -1.150  0.363
H30 -0.993 -1.149 4.188  -0.001
H31 -2.542 0.504 5.199  0.000
H32 -3.145 2.544 3.917  0.000
H33 -2.331 2.844 1.640  0.001
H34 -1.025 4.131 0.259  0.007
H35 -2.296 5.896 -0.908  0.000
H36 -3.613 5.336 -2.928  0.000
H37 -3.676 3.005 -3.752  0.000
H38 -2.516 1.221 -2.510  0.006
H39 1.249 1.115 1.820  -0.008
H40 3.408 0.316 1.361  -0.022
H41 4.721 3.036 -1.620  -0.005
H42 2.690 3.677 -2.530  0.009
H43 0.543 3.192 -1.799  0.060
O2 -0.048 -4.197 -1.149  0.019
C41 -0.905 -4.420 -0.285  -0.038
C42 -1.900 -5.558 -0.235  -0.003
C43 -2.614 -5.318 1.099  0.001
C44 -2.078 -3.968 1.584  -0.013
O3 -2.481 -3.360 2.553  -0.002
N3 -1.055 -3.578 0.757  0.020
H44 -1.387 -6.515 -0.311  0.000
H45 -2.564 -5.469 -1.096  0.001
H46 -2.356 -6.065 1.850  0.000
H47 -3.700 -5.280 1.033  0.000

Forces on atoms 1 to 2 (eV/Å):
0.24 -0.18 0.31
-0.03 -0.07 -0.01

Asked for M across the records above, the calculation gives 1131.65, 1078.62, 1034.58, 799.76 g mol⁻¹ in order.
Asked for strongest force on any atom across the records above, the calculation gives 3.73, 2.22, 1.72, 0.57 eV/A in order.